# 1
{
  "formula": "C29H31CsN4O6S",
  "method": "ωB97M-V/def2-TZVPD",
  "total_charge": -2,
  "lumo_energy_ev": 3.58,
  "relative_energy_kcal_mol": 17.1,
  "orbital_gap_ev": 4.1,
  "homo_energy_ev": -0.50,
  "elements": ["Cs", "C", "C", "C", "C", "C", "C", "C", "C", "C", "C", "H", "H", "H", "H", "H", "H", "H", "H", "H", "H", "H", "H", "H", "H", "H", "O", "C", "C", "C", "N", "C", "C", "C", "O", "O", "C", "O", "O", "H", "H", "H", "N", "C", "C", "C", "C", "C", "C", "N", "C", "C", "C", "S", "C", "N", "H", "H", "H", "H", "H", "H", "H", "C", "C", "O", "H", "H", "H", "H", "H", "H"],
  "xyz": [[-0.07825, 0.75716, -0.53687], [-2.47408, -2.51572, -0.97508], [-2.59118, -2.62629, 0.42209], [-3.25503, -1.47113, 0.88251], [-3.54555, -0.64688, -0.22171], [-3.06097, -1.28730, -1.37480], [-3.14569, -0.79536, -2.78228], [-4.30788, 0.63467, -0.15928], [-3.61238, -1.17153, 2.30323], [-2.12818, -3.75034, 1.28608], [-1.85852, -3.50489, -1.90999], [-3.67325, -1.49711, -3.44440], [-2.16097, -0.63589, -3.24021], [-3.67957, 0.15462, -2.85253], [-5.36377, 0.50267, 0.12148], [-4.30667, 1.15652, -1.11851], [-3.89874, 1.34895, 0.56423], [-3.69976, -2.08721, 2.89812], [-4.57598, -0.65339, 2.38249], [-2.87658, -0.53917, 2.82030], [-2.91764, -4.10627, 1.96251], [-1.27273, -3.49437, 1.92555], [-1.81975, -4.61543, 0.69335], [-2.52386, -3.74399, -2.75065], [-1.63123, -4.45194, -1.41273], [-0.92112, -3.15337, -2.35932], [1.49617, 5.18468, -5.54294], [1.23923, 4.29017, -4.52310], [1.37532, 2.92917, -4.70504], [1.10654, 2.08556, -3.62793], [0.72617, 2.55375, -2.44943], [0.57774, 3.86399, -2.27476], [0.83743, 4.77571, -3.29224], [0.08983, 4.37946, -0.88455], [0.11278, 5.61253, -0.72637], [-0.27679, 3.49048, -0.09298], [1.30041, 0.54618, -3.81546], [1.51552, 0.16871, -4.97379], [1.21340, -0.10772, -2.75330], [1.74417, 4.66693, -6.31787], [1.67319, 2.47441, -5.64229], [0.72080, 5.83231, -3.10174], [2.26934, 1.14224, 4.24853], [3.31238, 0.36566, 3.80923], [4.56786, 0.08919, 4.33503], [5.38817, -0.73481, 3.58368], [4.97519, -1.25558, 2.35524], [3.72286, -0.98777, 1.83109], [2.87773, -0.17185, 2.58346], [1.59042, 0.25969, 2.30005], [1.27523, 1.04684, 3.29501], [0.05636, 1.82672, 3.36679], [-0.16818, 2.93059, 4.16062], [-1.67878, 3.62087, 3.74607], [-1.89852, 2.39880, 2.56981], [-0.94429, 1.53585, 2.49362], [2.22249, 1.69078, 5.08695], [4.89804, 0.50424, 5.27909], [6.37975, -0.97353, 3.94985], [5.66331, -1.87868, 1.79746], [3.39816, -1.35436, 0.86520], [0.49448, 3.37227, 4.88296], [-2.74650, 2.38489, 1.90652], [0.97997, -3.26077, -0.08174], [1.98259, -3.07338, -1.20056], [2.66252, -1.83856, -1.13417], [0.54951, -4.26585, -0.10706], [0.13565, -2.57140, -0.15311], [1.45584, -3.12137, 0.89050], [1.50186, -3.17738, -2.17698], [2.75857, -3.85134, -1.13425], [2.24543, -1.20534, -1.74868]],
  "forces_ev_per_angstrom": [[-0.9, -1.2, 1.3], [-0.1, 0.3, -0.2], [-0.2, 0.3, 0.0], [0.0, 0.0, 0.2], [0.1, -0.1, 0.1], [0.2, -0.3, 0.1], [0.1, 0.0, -0.3], [-0.2, 0.3, 0.0], [0.0, 0.0, 0.2], [0.0, -0.3, 0.2], [0.1, -0.1, -0.3], [0.0, 0.0, 0.0], [0.0, 0.0, 0.0], [0.0, 0.0, 0.0], [0.0, -0.1, 0.0], [0.0, 0.0, 0.0], [0.0, 0.0, 0.0], [0.0, 0.0, 0.0], [0.0, 0.0, 0.0], [0.0, 0.0, 0.0], [0.0, 0.0, 0.0], [0.0, 0.0, 0.0], [0.0, 0.0, 0.0], [0.0, 0.0, 0.0], [0.0, 0.0, 0.0], [0.0, 0.0, 0.0], [0.0, -0.1, 0.0], [0.0, 0.1, -0.1], [-0.1, -0.4, 0.1], [0.3, 0.0, -0.6], [0.1, 0.3, -0.3], [0.0, 0.5, -0.1], [0.0, 0.1, 0.1], [0.2, 0.2, -0.4], [0.0, 0.1, -0.1], [-0.2, 0.1, 0.4], [0.0, 0.9, -0.3], [0.1, -0.1, 0.0], [0.4, -0.7, -0.2], [0.0, 0.0, 0.1], [0.0, 0.0, 0.0], [0.0, 0.0, 0.0], [-0.4, 0.1, -0.2], [0.2, -0.2, -0.1], [0.0, 0.0, 0.0], [0.1, 0.1, 0.2], [0.0, -0.1, -0.2], [-0.1, 0.1, 0.1], [0.0, 0.0, 0.1], [0.2, 0.3, 0.4], [0.4, -0.4, -0.2], [-0.4, 0.8, 0.5], [0.0, -0.5, -0.4], [0.2, 0.1, 0.2], [0.1, -0.1, -0.1], [-0.2, -0.1, -0.2], [0.0, 0.0, 0.0], [0.0, 0.0, 0.0], [0.0, 0.0, 0.0], [0.0, 0.0, 0.0], [0.0, -0.1, -0.1], [0.0, 0.1, 0.1], [-0.2, 0.0, 0.1], [-0.2, 0.0, 0.1], [0.2, -0.2, -0.1], [0.2, 0.2, 0.2], [0.1, 0.0, 0.0], [0.1, 0.1, 0.0], [0.1, 0.0, 0.0], [-0.1, 0.0, 0.0], [-0.1, 0.0, 0.0], [-0.2, 0.0, -0.2]]
}

# 2
{
  "formula": "C42H38BIN7O16S",
  "method": "ωB97M-V/def2-TZVPD",
  "total_charge": 1,
  "lumo_energy_ev": -5.21,
  "orbital_gap_ev": 6.4,
  "homo_energy_ev": -11.58,
  "elements": ["O", "B", "O", "S", "I", "H", "H", "H", "C", "C", "C", "C", "C", "C", "N", "O", "O", "H", "H", "H", "H", "H", "C", "C", "C", "C", "C", "C", "N", "O", "O", "H", "H", "H", "H", "H", "C", "C", "C", "C", "C", "C", "N", "O", "O", "H", "H", "H", "H", "H", "C", "C", "C", "C", "C", "C", "N", "O", "O", "H", "H", "H", "H", "H", "C", "C", "C", "C", "C", "C", "N", "O", "O", "H", "H", "H", "H", "H", "C", "C", "C", "C", "C", "C", "N", "O", "O", "H", "H", "H", "H", "H", "C", "C", "C", "C", "C", "C", "N", "O", "O", "H", "H", "H", "H", "H"],
  "xyz": [[-2.36119, -1.37927, 3.25408], [-1.11201, -1.68483, 2.86306], [-0.11565, -1.94350, 3.70267], [-0.86190, -1.69296, 0.93863], [0.15696, 0.42569, 0.46947], [-3.02733, -1.91164, 2.80090], [0.75597, -2.02377, 3.29840], [0.03129, -2.68438, 0.72353], [-2.99545, 2.21478, 1.99650], [-3.06433, 3.32162, 1.16533], [-3.31024, 4.57366, 1.69687], [-3.48457, 4.69049, 3.06201], [-3.42938, 3.59755, 3.90888], [-3.17908, 2.34634, 3.36700], [-3.72334, 6.02554, 3.63886], [-3.78721, 6.96578, 2.87050], [-3.84030, 6.10530, 4.84120], [-2.79611, 1.24034, 1.56813], [-2.91959, 3.21321, 0.09855], [-3.36043, 5.43412, 1.05375], [-3.57132, 3.71868, 4.97203], [-3.12353, 1.48067, 4.01294], [-2.43710, 11.03354, -0.63109], [-2.67980, 10.12585, 0.39101], [-2.38978, 8.78394, 0.21166], [-1.85591, 8.37834, -0.99781], [-1.61110, 9.26438, -2.03136], [-1.90693, 10.60273, -1.84075], [-1.52991, 6.95978, -1.18818], [-1.77177, 6.19290, -0.27226], [-1.03494, 6.62081, -2.24335], [-2.66103, 12.08149, -0.48472], [-3.09369, 10.46158, 1.33122], [-2.57729, 8.07339, 1.00273], [-1.19715, 8.92016, -2.96673], [-1.72147, 11.31109, -2.63564], [3.53882, 4.27775, -4.22977], [2.21610, 4.48931, -3.85631], [1.76791, 4.05470, -2.62322], [2.66718, 3.41469, -1.78455], [3.98601, 3.19277, -2.13927], [4.42205, 3.62654, -3.37665], [2.20646, 2.96569, -0.47522], [1.01984, 3.14374, -0.19626], [2.99241, 2.43376, 0.27615], [3.88445, 4.62311, -5.19479], [1.53461, 4.99581, -4.52491], [0.74347, 4.21619, -2.32163], [4.66215, 2.68869, -1.46589], [5.44437, 3.46095, -3.67121], [9.77040, -1.43522, -1.39812], [9.92301, -0.16590, -1.93926], [8.82293, 0.51645, -2.43006], [7.58258, -0.09048, -2.36480], [7.40929, -1.35565, -1.83502], [8.51639, -2.02982, -1.34953], [6.40937, 0.63701, -2.86751], [6.58974, 1.74133, -3.34840], [5.32268, 0.10357, -2.77437], [10.63194, -1.96309, -1.01256], [10.89997, 0.29435, -1.97795], [8.93193, 1.50300, -2.85372], [6.43051, -1.80887, -1.80092], [8.40064, -3.01955, -0.93110], [-6.25410, 4.18322, -1.25196], [-6.87979, 4.36805, -2.47745], [-7.52481, 3.30874, -3.09597], [-7.53299, 2.07824, -2.46843], [-6.91467, 1.87242, -1.25080], [-6.27007, 2.93582, -0.64229], [-8.22840, 0.94935, -3.11145], [-8.74503, 1.14792, -4.18936], [-8.23637, -0.11292, -2.52141], [-5.75471, 5.01358, -0.76949], [-6.86788, 5.33885, -2.95247], [-8.01311, 3.44152, -4.04937], [-6.93577, 0.89959, -0.78400], [-5.78146, 2.79158, 0.31185], [-2.40013, -7.23573, 0.80309], [-1.70388, -7.87807, 1.81679], [-0.40730, -7.49477, 2.12219], [0.16612, -6.46787, 1.40337], [-0.50404, -5.82583, 0.38125], [-1.80055, -6.20875, 0.08234], [1.52735, -6.02553, 1.73128], [2.12412, -6.61330, 2.60299], [1.96986, -5.06382, 1.11877], [-3.41203, -7.53777, 0.57023], [-2.16942, -8.68034, 2.37048], [0.13951, -7.98743, 2.91192], [-0.01997, -5.03793, -0.17746], [-2.34126, -5.71361, -0.71269], [3.84966, -12.19064, 3.28250], [4.03600, -11.00470, 2.58486], [2.98314, -10.43557, 1.88902], [1.75488, -11.07007, 1.90986], [1.54868, -12.25358, 2.59420], [2.60940, -12.81504, 3.28414], [0.62825, -10.46088, 1.19111], [0.83227, -9.42753, 0.58185], [-0.45461, -11.00716, 1.25747], [4.67399, -12.62974, 3.82777], [5.00239, -10.52091, 2.58413], [3.11839, -9.51379, 1.34410], [0.58032, -12.73024, 2.59050], [2.46737, -13.73959, 3.82539]],
  "forces_ev_per_angstrom": [[0.2, -0.5, -0.2], [0.0, 0.0, 0.7], [0.2, 0.2, -0.4], [-0.6, -0.4, -0.6], [0.3, 0.5, 0.1], [-0.4, 0.4, 0.0], [0.2, -0.1, 0.2], [0.4, 0.2, 0.2], [0.0, -0.1, 0.1], [0.1, -0.2, -0.1], [-0.1, 0.1, 0.0], [0.0, -0.2, 0.0], [0.0, -0.1, 0.1], [0.0, 0.1, -0.1], [0.0, 0.1, 0.0], [0.0, 0.0, 0.0], [0.0, 0.0, 0.0], [-0.1, 0.0, 0.0], [0.0, 0.0, 0.0], [0.0, 0.1, 0.1], [0.0, 0.1, 0.0], [0.0, 0.0, 0.0], [0.0, 0.0, 0.0], [0.0, 0.1, -0.1], [-0.1, -0.1, 0.2], [0.0, 0.1, 0.0], [0.1, 0.1, -0.2], [0.0, 0.0, 0.1], [0.0, 0.0, 0.0], [0.1, 0.0, -0.1], [0.0, 0.0, -0.1], [0.0, 0.0, 0.0], [0.0, 0.0, 0.0], [0.0, -0.1, 0.0], [0.0, -0.1, 0.0], [0.0, 0.0, 0.0], [-0.1, 0.0, 0.1], [0.1, 0.0, -0.1], [-0.2, 0.1, 0.0], [0.0, 0.2, -0.1], [0.2, -0.1, 0.1], [-0.2, 0.4, -0.2], [0.3, 0.1, -0.1], [-0.3, -0.7, 0.1], [-0.1, -0.1, 0.0], [0.0, 0.0, 0.0], [0.0, 0.0, 0.0], [0.0, 0.0, 0.1], [0.0, 0.0, 0.1], [-0.1, 0.1, 0.0], [0.0, 0.0, 0.0], [0.0, -0.1, 0.0], [0.1, 0.1, 0.0], [0.1, 0.0, 0.0], [-0.1, -0.2, 0.1], [0.1, 0.0, 0.0], [0.0, 0.0, -0.1], [0.3, -0.3, 0.1], [0.0, 0.0, 0.0], [0.0, 0.0, 0.0], [0.0, 0.0, 0.0], [-0.1, 0.0, 0.0], [-0.1, 0.1, 0.0], [0.0, 0.0, 0.0], [0.0, 0.0, 0.0], [0.0, 0.0, 0.1], [0.0, 0.1, -0.1], [0.0, 0.1, 0.0], [0.1, -0.1, 0.2], [0.0, 0.1, 0.0], [0.0, 0.0, 0.0], [0.0, 0.0, 0.0], [0.0, 0.0, 0.0], [0.0, 0.0, 0.0], [0.0, 0.0, 0.0], [0.0, -0.1, 0.0], [-0.1, 0.0, -0.1], [0.0, 0.0, 0.0], [0.0, 0.0, 0.0], [-0.1, 0.1, 0.0], [-0.1, -0.1, 0.3], [0.0, 0.0, 0.0], [-0.2, 0.3, -0.2], [0.0, -0.1, 0.1], [0.0, 0.1, 0.1], [0.1, -0.1, 0.0], [0.0, 0.1, 0.1], [0.0, 0.0, 0.0], [0.0, 0.0, 0.0], [0.1, 0.1, 0.0], [0.1, -0.1, 0.0], [0.0, 0.0, 0.0], [0.0, 0.0, 0.0], [0.0, -0.1, 0.1], [0.1, 0.1, 0.0], [0.1, 0.0, 0.1], [-0.1, -0.2, 0.1], [0.1, 0.0, 0.0], [-0.1, 0.0, 0.0], [0.1, -0.1, -0.1], [0.0, 0.0, 0.0], [0.0, 0.0, 0.0], [0.0, 0.0, 0.0], [-0.1, 0.0, 0.0], [0.0, 0.1, -0.1], [0.0, 0.0, 0.0]]
}